[1]
A structure of composition C39H24BrF4NO7PTi in a non-equilibrium geometry, computed with ωB97M-V/def2-TZVPD.

The geometry in ORCA input format:
```
! RIJCOSX wB97M-V def2-TZVPD def2/J DEFGRID3
* xyz 0 2
Ti -0.321 -0.359 0.658
O 1.876 -1.435 3.861
C 1.144 -0.923 3.058
O 1.184 -1.034 1.742
C 0.036 0.046 3.463
C -0.342 0.404 4.742
C -1.377 1.321 4.877
C -1.998 1.865 3.755
C -1.554 1.453 2.516
N -0.578 0.569 2.416
C -2.069 1.886 1.139
O -2.892 2.749 1.001
O -1.457 1.191 0.197
H 0.169 -0.034 5.588
H -1.705 1.615 5.866
H -2.803 2.584 3.827
O -1.426 -1.141 -1.151
C -2.107 -2.415 -0.933
C -1.783 -2.827 0.530
O -1.916 -3.965 0.890
O -1.449 -1.803 1.287
C -1.571 -3.374 -1.987
C -1.909 -3.128 -3.319
C -1.371 -3.885 -4.345
C -0.478 -4.912 -4.052
C -0.135 -5.164 -2.736
C -0.676 -4.400 -1.705
C -3.614 -2.196 -1.026
C -4.187 -0.969 -0.707
C -5.568 -0.806 -0.764
C -6.379 -1.874 -1.112
C -5.811 -3.109 -1.401
C -4.436 -3.270 -1.358
H -2.009 -0.528 -1.612
H -2.610 -2.334 -3.556
H -1.647 -3.679 -5.372
H -0.056 -5.509 -4.851
H 0.559 -5.960 -2.498
H -0.411 -4.620 -0.681
H -3.571 -0.132 -0.400
H -6.001 0.157 -0.523
H -7.454 -1.749 -1.150
H -6.440 -3.951 -1.662
H -3.996 -4.233 -1.578
F 6.586 -1.275 -2.104
C 5.485 -0.702 -1.634
C 5.554 0.558 -1.090
F 6.719 1.194 -1.035
C 4.401 1.144 -0.600
F 4.545 2.361 -0.070
C 3.171 0.506 -0.627
P 1.683 1.318 0.071
C 2.233 1.996 1.667
C 3.195 1.367 2.445
C 3.454 1.810 3.737
C 2.749 2.883 4.261
C 1.778 3.514 3.490
C 1.522 3.073 2.202
C 1.404 2.752 -1.003
C 2.012 3.995 -0.831
C 1.747 5.033 -1.710
C 0.875 4.840 -2.775
C 0.260 3.610 -2.953
C 0.516 2.575 -2.063
C 3.131 -0.774 -1.191
Br 1.565 -1.791 -1.388
C 4.275 -1.368 -1.688
F 4.269 -2.582 -2.232
H 3.729 0.504 2.065
H 4.196 1.297 4.334
H 2.950 3.225 5.268
H 1.219 4.351 3.889
H 0.757 3.574 1.617
H 2.692 4.155 -0.005
H 2.223 5.994 -1.562
H 0.668 5.655 -3.457
H -0.432 3.456 -3.771
H 0.006 1.628 -2.192
*
```

<S²>: 0.754
Lowest unoccupied orbital energy (alpha / beta) in hartree: -0.0040 / -0.0159

---

[2]
A structure of composition C39H24Cl2F9N2O2PS2Zn in a non-equilibrium geometry, computed with ωB97M-V/def2-TZVPD.

The geometry in ORCA input format:
```
! RIJCOSX wB97M-V def2-TZVPD def2/J DEFGRID3
* xyz -2 1
Zn -1.154 -1.140 -1.310
C -0.943 -4.647 -1.884
C -0.490 -4.760 -0.546
C -1.108 -3.806 0.210
C -1.952 -3.008 -0.646
C -1.851 -3.631 -1.954
H -0.618 -5.269 -2.702
H 0.228 -5.485 -0.194
H -1.027 -3.692 1.280
H -2.912 -2.661 -0.281
H -2.424 -3.335 -2.818
Cl -1.734 2.640 -0.627
C -0.142 2.336 -1.217
C 0.397 3.204 -2.142
C 1.712 3.014 -2.521
C 2.453 1.997 -1.948
C 1.916 1.113 -1.026
Cl 0.275 -0.894 -2.993
C 0.561 1.254 -0.676
N -0.163 0.415 0.181
H -0.201 4.007 -2.548
H 2.169 3.677 -3.240
H 3.487 1.890 -2.237
F 4.559 3.942 4.754
C 3.244 3.754 5.004
F 2.683 4.975 4.955
F 3.190 3.390 6.312
C 2.616 2.757 4.090
C 1.400 3.018 3.462
C 0.863 2.089 2.595
C 1.536 0.895 2.342
C 2.728 0.618 3.011
C 3.278 1.544 3.866
P 0.811 -0.349 1.206
C 2.194 -1.041 0.385
C 2.310 -2.352 -0.023
C 3.297 -2.736 -0.906
C 4.132 -1.724 -1.441
C 3.968 -0.405 -1.189
C 2.866 0.124 -0.318
C 5.305 -2.178 -2.249
F 5.025 -3.139 -3.144
F 6.288 -2.713 -1.464
F 5.930 -1.208 -2.946
C -0.156 -1.377 2.312
C -1.525 -1.135 2.437
C -2.255 -1.800 3.400
C -1.615 -2.704 4.247
C -0.244 -2.947 4.127
C 0.485 -2.272 3.173
C -2.364 -3.428 5.314
F -2.400 -4.767 5.134
F -1.810 -3.259 6.542
F -3.643 -3.043 5.450
H 0.893 3.952 3.646
H -0.064 2.286 2.075
H 3.234 -0.318 2.813
H 4.220 1.351 4.355
H 1.672 -3.091 0.444
H 3.440 -3.764 -1.184
H 4.662 0.308 -1.605
H 3.326 0.777 0.465
H -1.999 -0.439 1.760
H -3.316 -1.627 3.502
H 0.233 -3.656 4.789
H 1.547 -2.444 3.067
O -2.647 1.136 -6.494
S -3.729 0.956 -5.564
O -4.969 0.497 -6.154
N -3.345 0.040 -4.251
C -3.620 0.678 -3.158
S -3.517 0.031 -1.605
C -4.084 2.074 -3.307
C -4.434 2.973 -2.312
C -4.725 4.276 -2.682
C -4.698 4.666 -4.013
C -4.408 3.747 -5.015
C -4.099 2.465 -4.635
H -4.460 2.654 -1.284
H -4.969 5.003 -1.921
H -4.906 5.695 -4.274
H -4.411 4.028 -6.058
*
```

Energy relative to the best compared isomer or geometry (same formula, charge and spin) in kcal per mole: 0.0
Lowest unoccupied orbital energy in hartree: 0.1356